# C22H25IrN4O2S

A molecular structure, C22H25IrN4O2S (the ωB97M-V functional and the def2-TZVPD basis, the Open Molecules 2025 dataset).

XYZ file:
```
55
Properties=species:S:1:pos:R:3
Ir 0.47 0.57 -0.37
C 1.62 3.45 -0.22
N 0.75 2.54 0.57
C 1.34 2.48 1.97
C 1.94 1.17 2.40
C 2.91 0.58 1.39
N 2.15 -0.25 0.46
C 2.39 -1.51 0.43
C 1.70 -2.53 -0.28
C 2.19 -3.85 -0.16
C 1.58 -4.90 -0.80
C 0.46 -4.65 -1.60
C -0.04 -3.38 -1.75
C 0.56 -2.29 -1.09
O 0.02 -1.11 -1.28
C -0.60 3.19 0.70
C -1.28 3.63 -0.59
C -1.41 2.55 -1.68
N -1.32 1.23 -1.06
C -2.35 0.46 -0.99
C -2.47 -0.68 -0.14
C -3.62 -1.48 -0.28
C -3.89 -2.50 0.60
C -3.04 -2.71 1.70
C -1.93 -1.92 1.89
C -1.60 -0.91 0.96
O -0.51 -0.21 1.19
H 1.67 4.42 0.28
H 1.23 3.58 -1.22
H 2.62 3.04 -0.29
H 0.57 2.78 2.68
H 2.11 3.25 2.01
H 1.16 0.44 2.59
H 2.44 1.34 3.36
H 3.66 -0.03 1.89
H 3.44 1.35 0.83
H 3.24 -1.86 1.02
H 3.06 -4.02 0.46
H 1.97 -5.90 -0.69
H -0.02 -5.47 -2.12
H -0.89 -3.17 -2.38
H -0.47 4.08 1.33
H -1.22 2.49 1.25
H -0.79 4.51 -1.01
H -2.28 3.96 -0.28
H -0.61 2.65 -2.41
H -2.36 2.65 -2.21
H -3.23 0.75 -1.56
H -4.29 -1.29 -1.11
H -4.77 -3.12 0.47
H -3.26 -3.50 2.40
H -1.26 -2.07 2.72
S 1.74 1.13 -2.27
C 0.62 0.67 -3.46
N -0.14 0.39 -4.28
```

⟨S²⟩   0.76
Electronic energy   -46944.52327 eV
Charge   +1
2S+1   2
ΔE to the lowest compared entry with this formula, charge and spin   9.0 kcal per mole
E_LUMO (alpha / beta)   -0.11640 / -0.21238 Ha

# C31H28NO7ReSSi

A molecular structure, C31H28NO7ReSSi at a distorted geometry (the ωB97M-V functional and the def2-TZVPD basis, the Open Molecules 2025 dataset).

XYZ file:
```
70
Properties=species:S:1:pos:R:3
Re -0.59 -0.06 1.20
O -3.42 0.04 1.25
C -4.17 0.83 2.14
C -3.20 1.81 2.80
N -1.92 1.20 3.15
C -2.03 0.13 4.13
C -1.32 -1.23 3.80
O -1.53 -2.14 4.59
O -0.58 -1.32 2.77
C -1.01 2.24 3.59
C 0.48 1.80 3.46
O 1.29 2.17 4.28
O 0.74 1.13 2.41
H -3.90 -0.75 0.98
H -4.67 0.20 2.89
H -4.93 1.40 1.60
H -3.70 2.26 3.69
H -2.99 2.61 2.08
H -3.08 -0.15 4.31
H -1.61 0.43 5.10
H -1.21 2.57 4.63
H -1.10 3.10 2.92
O -2.95 2.51 -0.79
C -2.25 1.51 -0.79
O -1.20 1.39 -0.05
C -2.56 0.40 -1.77
C -3.15 0.82 -2.96
C -3.50 -0.06 -3.95
C -3.26 -1.42 -3.76
C -2.69 -1.86 -2.59
C -2.32 -0.96 -1.58
S -1.66 -1.74 -0.15
H -3.32 1.88 -3.06
H -3.96 0.30 -4.86
H -3.52 -2.13 -4.53
H -2.50 -2.90 -2.42
C 4.82 2.72 0.79
C 4.26 2.73 -0.48
C 3.26 1.82 -0.80
C 2.81 0.89 0.13
C 3.42 0.87 1.39
C 4.40 1.79 1.72
Si 1.39 -0.34 -0.20
C 0.86 -0.14 -2.04
C 0.68 -1.24 -2.86
C 0.24 -1.10 -4.17
C -0.03 0.15 -4.68
C 0.11 1.27 -3.87
C 0.54 1.12 -2.56
C 2.28 -2.03 -0.13
C 1.80 -3.12 0.58
C 2.53 -4.30 0.64
C 3.75 -4.40 -0.01
C 4.24 -3.32 -0.72
C 3.51 -2.15 -0.78
H 5.57 3.46 1.05
H 4.59 3.44 -1.22
H 2.83 1.83 -1.78
H 3.10 0.14 2.11
H 4.83 1.78 2.71
H 0.88 -2.23 -2.46
H 0.10 -1.98 -4.79
H -0.37 0.26 -5.70
H -0.12 2.25 -4.25
H 0.62 1.98 -1.93
H 0.85 -3.03 1.09
H 2.14 -5.14 1.19
H 4.32 -5.32 0.04
H 5.19 -3.39 -1.23
H 3.90 -1.30 -1.33
```

⟨S²⟩   0.76
Electronic energy   -69271.29912 eV
Charge   -1
2S+1   2
E_LUMO (alpha / beta)   0.04769 / 0.06274 Ha

# C41H46AsBI2IrN3O5S

A molecular structure, C41H46AsBI2IrN3O5S (the ωB97M-V functional and the def2-TZVPD basis, the Open Molecules 2025 dataset).

XYZ file:
```
101
Properties=species:S:1:pos:R:3
Ir -0.05 -1.36 -0.02
I -5.93 -6.23 -1.34
C -4.24 -5.00 -1.33
C -3.80 -4.41 -2.50
C -2.69 -3.60 -2.47
I -2.09 -2.64 -4.22
C -1.97 -3.36 -1.29
O -0.87 -2.62 -1.34
C -2.45 -3.95 -0.11
C -1.82 -3.68 1.22
N -0.43 -3.19 1.17
C 0.11 -3.06 2.55
C 1.14 -1.97 2.55
C 1.67 -1.40 3.64
C 2.45 -0.18 3.45
C 2.90 0.14 2.24
C 2.72 -0.84 1.11
N 1.46 -1.58 1.27
C -3.57 -4.77 -0.14
H -4.33 -4.58 -3.43
H -1.84 -4.60 1.81
H -2.39 -2.92 1.76
H 0.16 -3.83 0.63
H 0.53 -4.01 2.86
H -0.72 -2.81 3.20
H 1.43 -1.76 4.63
H 2.62 0.47 4.30
H 3.43 1.07 2.05
H 2.67 -1.12 -0.96
H -3.92 -5.22 0.78
C 1.75 -2.21 -3.56
As 2.36 -3.92 -2.88
C 4.19 -4.02 -3.51
C 1.40 -5.25 -3.88
S 2.28 -4.23 -0.82
H 1.44 -2.34 -4.60
H 2.57 -1.49 -3.51
H 0.90 -1.87 -2.99
H 4.22 -3.88 -4.59
H 4.60 -4.99 -3.24
H 4.75 -3.24 -3.01
H 1.64 -5.18 -4.94
H 0.33 -5.08 -3.74
H 1.67 -6.23 -3.50
C -4.85 0.43 6.38
C -4.48 1.79 5.78
C -5.77 2.52 5.40
C -3.72 2.60 6.84
C -3.59 1.65 4.54
C -3.21 2.80 3.84
C -2.39 2.76 2.71
C -1.96 1.52 2.30
O -1.15 1.19 1.24
B -1.05 -0.19 1.27
O -1.77 -0.71 2.35
C -2.33 0.38 2.98
C -3.14 0.40 4.09
H -5.51 0.59 7.23
H -3.98 -0.11 6.73
H -5.39 -0.19 5.66
H -6.41 2.62 6.29
H -6.33 1.97 4.64
H -5.58 3.52 5.02
H -4.33 2.70 7.74
H -3.48 3.60 6.48
H -2.79 2.10 7.12
H -3.56 3.76 4.18
H -2.11 3.66 2.19
H -3.40 -0.52 4.59
C 3.37 6.75 -3.61
C 3.33 5.35 -4.17
C 4.12 5.01 -5.26
C 4.09 3.73 -5.79
C 3.27 2.78 -5.23
C 2.47 3.10 -4.13
N 1.64 2.08 -3.58
C 1.87 1.54 -2.34
C 3.22 1.61 -1.75
C 3.57 0.78 -0.76
C 2.60 -0.26 -0.28
C 1.20 0.30 -0.33
C 0.90 0.89 -1.65
C -0.46 0.69 -2.09
O -0.97 1.22 -3.07
O -1.11 -0.19 -1.34
C 2.48 4.39 -3.60
C 1.61 4.76 -2.43
H 4.06 7.37 -4.18
H 3.71 6.75 -2.57
H 2.39 7.22 -3.63
H 4.76 5.76 -5.70
H 4.71 3.48 -6.65
H 3.22 1.77 -5.62
H 0.66 2.05 -3.85
H 3.93 2.32 -2.15
H 4.58 0.80 -0.36
H 3.53 -1.59 1.15
H 1.08 1.05 0.46
H 0.98 3.94 -2.11
H 0.97 5.61 -2.68
H 2.22 5.07 -1.57
```

Electronic energy   -149364.11367 eV
ΔE to the lowest compared entry with this formula, charge and spin   82.8 kcal per mole
E_LUMO (alpha / beta)   -0.03018 / -0.03015 Ha